C39H37F3N6O4SeSiTa | ωB97M-V with the def2-TZVPD basis set

Structure (ORCA input):
```
! wB97M-V def2-TZVPD RIJCOSX def2/J DEFGRID3
* xyz 1 1
Ta 0.65 1.29 -0.23
O 4.59 1.32 3.83
C 3.50 0.82 4.42
C 3.59 0.51 5.78
C 2.51 -0.01 6.45
C 1.30 -0.23 5.80
C 1.20 0.07 4.46
C 2.28 0.59 3.74
C 2.12 0.88 2.32
O 0.99 0.60 1.75
N 3.13 1.40 1.66
N 2.82 1.52 0.34
C 3.72 1.88 -0.49
C 3.36 1.72 -1.88
C 4.28 1.92 -2.90
C 3.94 1.53 -4.19
C 2.71 0.94 -4.40
C 1.83 0.82 -3.34
N 2.12 1.22 -2.10
H 4.38 1.52 2.90
H 4.54 0.69 6.27
H 2.60 -0.23 7.51
H 0.45 -0.63 6.34
H 0.27 -0.09 3.93
H 4.71 2.19 -0.17
H 5.24 2.35 -2.67
H 4.64 1.67 -5.01
H 2.41 0.59 -5.38
H 0.86 0.38 -3.50
O -5.10 -3.20 -0.25
C -3.80 -3.72 -0.09
C -2.81 -2.60 -0.16
C -3.19 -1.30 -0.41
C -2.21 -0.33 -0.47
N -0.90 -0.56 -0.28
C -0.53 -1.83 -0.07
C -1.45 -2.86 0.00
C 0.93 -2.10 -0.03
C 1.43 -3.35 0.28
C 2.79 -3.60 0.22
C 3.33 -4.97 0.53
O 2.51 -5.70 1.42
C 3.61 -2.55 -0.17
C 3.03 -1.32 -0.43
N 1.73 -1.07 -0.35
H -5.74 -3.91 -0.22
H -3.56 -4.45 -0.88
H -3.69 -4.23 0.87
H -4.22 -1.04 -0.58
H -2.49 0.69 -0.67
H -1.13 -3.88 0.15
H 0.78 -4.16 0.60
H 4.36 -4.89 0.89
H 3.36 -5.55 -0.39
H 2.66 -5.38 2.32
H 4.68 -2.66 -0.25
H 3.67 -0.50 -0.71
F -3.83 2.38 5.51
C -4.34 2.50 4.28
F -4.89 3.71 4.17
F -5.32 1.59 4.16
C -3.27 2.26 3.23
C -2.62 1.04 3.19
C -1.67 0.83 2.22
N -1.33 1.75 1.30
C -1.95 2.93 1.37
C -2.93 3.23 2.31
H -2.85 0.26 3.90
H -1.15 -0.11 2.17
H -1.65 3.66 0.64
H -3.41 4.20 2.30
Se 0.79 3.61 -0.21
C -0.29 3.17 -3.65
Si -1.00 1.96 -2.37
C -2.55 2.92 -1.81
C -1.68 0.49 -3.42
C -2.73 0.73 -4.31
C -3.27 -0.28 -5.10
C -2.76 -1.57 -5.02
C -1.71 -1.84 -4.15
C -1.19 -0.82 -3.37
H -1.08 3.40 -4.37
H 0.57 2.80 -4.21
H 0.00 4.10 -3.16
H -3.19 3.11 -2.68
H -2.23 3.90 -1.44
H -3.17 2.45 -1.05
H -3.15 1.72 -4.40
H -4.09 -0.06 -5.77
H -3.18 -2.36 -5.64
H -1.31 -2.84 -4.09
H -0.39 -1.07 -2.68
*
```

Calculated values
relative energy (zero: lowest compared OMol25 entry of this formula, charge and spin) = 40.83 kcal per mole
LUMO energy = -3.68 eV
orbital gap = 0.22869 Eh
E_HOMO = -9.905 eV
strongest force on any atom = 0.28 eV/A

Atom charges from the Mulliken analysis, given in e for atoms 1 to 5: number 1, Ta, carries 2.19; number 2, O, carries -0.66; number 3, C, carries 0.27; number 4, C, carries -0.73; number 5, C, carries -0.36

---

C39H37N4O3PTi | ωB97M-V with the def2-TZVPD basis set

Structure (ORCA input):
```
! wB97M-V def2-TZVPD RIJCOSX def2/J DEFGRID3
* xyz 0 3
Ti -1.13 1.18 -0.33
O -1.29 2.83 -1.46
C -0.58 3.95 -1.45
C -0.50 4.77 -2.59
C 0.24 5.94 -2.58
C 0.90 6.35 -1.43
C 0.75 5.57 -0.28
C 0.05 4.38 -0.24
C -0.29 3.74 1.00
N -0.58 2.51 1.18
C -1.11 2.17 2.51
C -2.66 1.82 2.22
N -2.71 1.24 0.92
C -3.87 0.55 0.67
C -4.10 -0.64 -0.08
C -5.10 -1.56 0.14
C -5.15 -2.78 -0.58
C -4.25 -2.98 -1.61
C -3.23 -2.06 -1.98
C -3.11 -0.96 -1.17
O -2.01 -0.21 -1.34
H -0.97 4.35 -3.44
H 0.19 6.54 -3.46
H 1.47 7.28 -1.48
H 1.27 5.94 0.60
H -0.35 4.38 1.85
H -1.01 3.03 3.17
H -0.46 1.33 2.88
H -3.23 2.80 2.22
H -3.06 1.19 3.00
H -4.65 0.79 1.42
H -5.85 -1.40 0.91
H -5.95 -3.48 -0.40
H -4.27 -3.84 -2.26
H -2.61 -2.22 -2.81
O 0.25 0.02 0.73
P 0.76 -1.35 1.10
C -0.41 -2.21 2.18
C -0.24 -3.40 2.92
C -1.26 -3.87 3.69
C -2.50 -3.25 3.70
C -2.70 -2.10 2.92
C -1.65 -1.59 2.17
C 1.07 -2.45 -0.36
C 2.14 -3.34 -0.28
C 2.30 -4.26 -1.29
C 1.32 -4.41 -2.31
C 0.21 -3.57 -2.36
C 0.06 -2.60 -1.29
C 2.36 -1.07 1.88
C 2.43 -0.94 3.22
C 3.62 -0.48 3.75
C 4.77 -0.25 3.01
C 4.69 -0.41 1.60
C 3.47 -0.78 1.07
H 0.72 -3.86 2.90
H -1.06 -4.74 4.33
H -3.34 -3.66 4.24
H -3.69 -1.69 2.82
H -1.78 -0.70 1.56
H 2.81 -3.37 0.58
H 3.05 -5.03 -1.31
H 1.55 -5.13 -3.05
H -0.56 -3.62 -3.07
H -0.81 -1.96 -1.42
H 1.62 -1.17 3.88
H 3.67 -0.31 4.85
H 5.68 0.05 3.50
H 5.52 -0.23 0.92
H 3.38 -0.83 -0.01
C 4.42 1.73 -2.12
C 2.98 1.39 -2.27
C 2.31 1.02 -3.40
C 0.99 0.74 -2.93
N 0.91 0.92 -1.62
N 2.14 1.30 -1.24
C -0.14 0.29 -3.80
H 4.91 1.16 -1.34
H 4.51 2.77 -1.82
H 4.92 1.65 -3.06
H 2.75 1.11 -4.41
H 2.33 1.46 -0.24
H 0.10 0.61 -4.84
H -1.13 0.68 -3.58
H -0.22 -0.79 -3.82
*
```

Calculated values
relative energy (zero: lowest compared OMol25 entry of this formula, charge and spin) = 11.05 kcal per mole
LUMO energy (alpha / beta) = 0.18 / 0.19 eV
orbital gap (alpha / beta) = 0.18189 / 0.26944 Eh
E_HOMO (alpha / beta) = -4.767 / -7.146 eV
strongest force on any atom = 3.48 eV/A

Atom charges from the Mulliken analysis, given in e for atoms 1 to 5: number 1, Ti, carries -0.26; number 2, O, carries -0.70; number 3, C, carries 0.88; number 4, C, carries -0.70; number 5, C, carries -0.41

---

C39H38BrO21P | ωB97M-V with the def2-TZVPD basis set

Structure (ORCA input):
```
! wB97M-V def2-TZVPD RIJCOSX def2/J DEFGRID3
* xyz 0 1
C 4.68 -0.48 2.63
C 5.34 -1.64 1.67
C 4.15 -2.18 0.65
C 4.78 -2.72 -0.77
C 4.64 -1.51 -1.87
C 3.35 -1.65 -2.88
C 1.90 -1.33 -2.18
C 1.35 0.06 -1.93
C 2.30 1.32 -2.38
C 2.05 2.71 -1.55
C 3.43 3.49 -1.10
Br 3.30 3.79 0.91
C -0.16 0.18 -1.27
O -0.84 1.35 -1.15
C -1.01 -1.16 -0.73
P -2.73 -0.93 0.15
O -2.85 0.43 0.95
O -3.15 -2.26 1.20
O -3.95 -0.85 -1.14
C -0.46 -2.53 -0.93
C 0.99 -2.63 -1.74
O 1.42 -3.85 -2.08
H 3.68 -0.94 3.08
H 5.41 -0.12 3.50
H 4.41 0.46 1.96
H 5.85 -2.51 2.27
H 6.18 -1.10 1.03
H 3.50 -1.21 0.38
H 3.51 -3.01 1.19
H 4.35 -3.75 -1.14
H 5.94 -2.87 -0.57
H 4.68 -0.47 -1.31
H 5.62 -1.56 -2.54
H 3.32 -2.68 -3.47
H 3.50 -0.82 -3.73
H 3.46 1.07 -2.26
H 2.17 1.52 -3.55
H 1.49 2.42 -0.55
H 1.33 3.47 -2.12
H 3.55 4.54 -1.62
H 4.38 2.83 -1.36
H -2.78 -3.13 0.84
H -4.82 -1.23 -0.78
H -1.00 -3.50 -0.55
O -6.12 -2.94 2.08
C -6.73 -2.14 2.78
C -8.12 -2.38 3.21
C -8.77 -1.48 3.95
O -10.07 -1.70 4.36
C -8.12 -0.21 4.36
O -8.75 0.61 5.03
C -6.73 0.02 3.95
C -6.08 -0.88 3.21
O -4.77 -0.67 2.83
H -8.58 -3.31 2.90
H -10.32 -0.91 4.88
H -6.26 0.95 4.28
H -4.52 -1.46 2.30
O 1.48 -9.01 -5.80
C 0.77 -8.04 -5.52
C -0.66 -8.00 -5.85
C -1.40 -6.93 -5.55
O -2.75 -6.89 -5.85
C -0.80 -5.75 -4.87
O -1.50 -4.77 -4.62
C 0.62 -5.80 -4.52
C 1.36 -6.87 -4.82
O 2.70 -6.92 -4.49
H -1.08 -8.87 -6.34
H -3.06 -6.01 -5.53
H 1.04 -4.94 -4.01
H 3.02 -7.80 -4.81
O 0.99 5.41 -2.99
C 0.37 6.21 -2.30
C -1.01 5.97 -1.87
C -1.66 6.87 -1.12
O -2.96 6.65 -0.71
C -1.01 8.14 -0.71
O -1.64 8.96 -0.04
C 0.38 8.38 -1.12
C 1.03 7.48 -1.86
O 2.34 7.68 -2.25
H -1.47 5.04 -2.18
H -3.21 7.44 -0.19
H 0.84 9.30 -0.79
H 2.59 6.89 -2.77
O 0.53 1.32 2.76
C 0.71 1.95 3.79
C 2.06 2.20 4.34
C 2.22 2.88 5.48
O 3.48 3.11 6.00
C 1.05 3.40 6.24
O 1.23 4.00 7.29
C -0.29 3.18 5.68
C -0.45 2.51 4.54
O -1.71 2.29 4.01
H 2.90 1.81 3.78
H 3.33 3.62 6.83
H -1.13 3.58 6.23
H -1.56 1.78 3.18
*
```

Calculated values
SMILES = CCCCCCC1=C(CCCBr)C(=O)C(P(=O)(O)O)=CC1=O.O=C1C=C(O)C(=O)C=C1O.O=C1C=C(O)C(=O)C=C1O.O=C1C=C(O)C(=O)C=C1O.O=C1C=C(O)C(=O)C=C1O
LUMO energy = -2.43 eV
orbital gap = 0.26240 Eh
E_HOMO = -9.565 eV
strongest force on any atom = 8.90 eV/A

Atom charges from the Mulliken analysis, given in e for atoms 1 to 5: number 1, C, carries -0.78; number 2, C, carries -0.57; number 3, C, carries -0.27; number 4, C, carries -0.47; number 5, C, carries -0.46

---

C39H38F10FeN8OPS2 | ωB97M-V with the def2-TZVPD basis set

Structure (ORCA input):
```
! wB97M-V def2-TZVPD RIJCOSX def2/J DEFGRID3
* xyz -1 5
Fe -0.18 0.16 0.35
C 0.26 1.54 3.44
N 0.86 0.91 2.27
C 1.58 1.95 1.50
C 0.68 2.53 0.38
N 0.65 1.70 -0.83
C 1.68 1.86 -1.68
C 1.55 1.34 -3.00
F 0.37 0.81 -3.36
C 2.53 1.38 -3.96
F 2.30 0.86 -5.18
C 3.75 1.98 -3.70
F 4.73 2.01 -4.62
C 3.91 2.58 -2.47
F 5.05 3.24 -2.20
C 2.92 2.53 -1.50
F 3.22 3.19 -0.35
C 1.67 -0.24 2.71
C 2.62 -0.76 1.64
N 1.97 -0.86 0.33
C 2.81 -1.22 -0.67
C 2.27 -1.55 -1.94
F 0.94 -1.46 -2.10
C 2.99 -2.00 -3.02
F 2.35 -2.34 -4.15
C 4.36 -2.12 -2.95
F 5.09 -2.56 -4.00
C 4.96 -1.79 -1.76
F 6.29 -1.90 -1.64
C 4.22 -1.37 -0.66
F 4.98 -1.13 0.44
H 1.04 1.96 4.09
H -0.31 0.81 4.02
H -0.41 2.34 3.14
H 2.46 1.52 1.03
H 1.93 2.76 2.15
H 1.02 3.55 0.16
H -0.34 2.65 0.75
H 0.96 -1.02 3.00
H 2.27 0.03 3.60
H 2.99 -1.74 1.98
H 3.49 -0.10 1.63
C -3.33 2.96 1.69
C -2.73 1.58 1.69
N -2.19 1.11 0.62
N -2.47 1.84 -0.54
C -2.40 1.06 -1.58
S -1.98 -0.62 -1.54
S -2.90 1.69 -3.14
C -3.05 3.49 -2.85
C -1.77 4.27 -2.95
C -0.96 4.19 -4.07
C 0.20 4.95 -4.17
C 0.56 5.80 -3.13
C -0.23 5.87 -1.99
C -1.39 5.11 -1.90
C -2.81 0.69 2.86
C -3.65 1.00 3.93
C -3.86 0.15 5.00
C -3.21 -1.08 5.02
C -2.35 -1.42 4.00
C -2.11 -0.57 2.89
O -1.27 -0.93 1.98
H -4.13 3.03 0.96
H -2.56 3.67 1.38
H -3.70 3.26 2.67
H -3.50 3.59 -1.87
H -3.75 3.82 -3.62
H -1.23 3.52 -4.88
H 0.82 4.87 -5.05
H 1.47 6.39 -3.20
H 0.06 6.51 -1.17
H -2.01 5.15 -1.01
H -4.18 1.94 3.93
H -4.53 0.44 5.81
H -3.38 -1.77 5.84
H -1.82 -2.37 4.03
C -1.77 -5.46 -0.63
N -2.35 -4.74 0.59
C -1.64 -5.23 1.84
N -0.23 -5.10 1.72
C 0.25 -5.81 0.54
N -0.36 -5.30 -0.68
C 0.04 -3.90 -0.96
P -0.43 -2.63 0.35
C -2.20 -3.25 0.44
C 0.22 -3.70 1.74
H -2.24 -5.03 -1.51
H -2.04 -6.51 -0.52
H -3.34 -4.96 0.66
H -1.91 -6.28 1.97
H -2.01 -4.64 2.67
H 0.02 -6.87 0.64
H 1.33 -5.69 0.47
H -0.40 -3.60 -1.91
H 1.12 -3.89 -1.09
H -2.70 -2.94 -0.48
H -2.70 -2.77 1.28
H -0.06 -3.25 2.70
H 1.31 -3.69 1.67
*
```

Calculated values
relative energy (zero: lowest compared OMol25 entry of this formula, charge and spin) = 19.77 kcal per mole
LUMO energy (alpha / beta) = 1.32 / 1.32 eV
orbital gap (alpha / beta) = 0.18514 / 0.18781 Eh
E_HOMO (alpha / beta) = -3.716 / -3.790 eV
strongest force on any atom = 1.25 eV/A

Atom charges from the Mulliken analysis, given in e for atoms 1 to 5: number 1, Fe, carries 1.02; number 2, C, carries -1.62; number 3, N, carries 1.46; number 4, C, carries -0.78; number 5, C, carries -0.65

---

C39H38F3Ge2N2O3RhS2Te | ωB97M-V with the def2-TZVPD basis set

Structure (ORCA input):
```
! wB97M-V def2-TZVPD RIJCOSX def2/J DEFGRID3
* xyz 1 6
Rh -0.28 -0.40 -0.18
F -1.30 -4.72 -3.27
C -2.03 -3.68 -3.69
F -3.07 -3.56 -2.82
F -2.57 -4.04 -4.86
C -1.28 -2.39 -3.76
C -1.20 -1.66 -4.93
C -0.64 -0.38 -4.89
C -0.25 0.12 -3.67
N -0.31 -0.58 -2.55
C -0.77 -1.84 -2.58
S -0.68 -2.66 -1.07
H -1.58 -2.07 -5.85
H -0.55 0.21 -5.79
H 0.14 1.13 -3.57
N 0.17 -1.22 1.99
C 1.36 -2.03 2.11
C 2.13 -2.29 0.99
C 3.30 -3.03 1.10
C 3.65 -3.49 2.34
C 2.90 -3.29 3.47
C 1.74 -2.54 3.35
S 5.24 -4.42 2.60
O 4.66 -5.74 2.67
O 5.67 -3.81 3.83
O 5.98 -4.07 1.41
H -0.65 -1.79 2.21
H 0.21 -0.48 2.69
H 1.81 -1.90 0.03
H 3.93 -3.23 0.24
H 3.24 -3.69 4.41
H 1.14 -2.36 4.23
C 0.85 5.28 0.14
Ge 0.01 3.46 -0.07
C -1.40 3.36 -1.51
C -0.90 2.78 1.58
Ge 1.55 1.18 -0.59
C 2.90 1.27 0.88
C 3.94 0.34 0.85
C 4.80 0.21 1.92
C 4.64 1.01 3.04
C 3.62 1.95 3.08
C 2.75 2.07 2.01
C 2.45 1.67 -2.31
C 3.32 0.77 -2.90
C 3.96 1.07 -4.08
C 3.72 2.28 -4.71
C 2.82 3.18 -4.15
C 2.19 2.88 -2.96
H 0.07 5.99 0.41
H 1.32 5.61 -0.78
H 1.60 5.26 0.93
H -2.30 3.83 -1.12
H -1.61 2.32 -1.72
H -1.10 3.86 -2.42
H -1.86 3.27 1.68
H -0.33 2.94 2.49
H -1.07 1.70 1.44
H 4.07 -0.29 -0.02
H 5.59 -0.53 1.89
H 5.30 0.90 3.88
H 3.49 2.59 3.94
H 1.96 2.81 2.03
H 3.51 -0.19 -2.42
H 4.65 0.36 -4.52
H 4.21 2.52 -5.64
H 2.62 4.12 -4.64
H 1.50 3.58 -2.52
Te -2.94 -0.46 -0.59
C -4.38 1.00 0.11
C -5.44 1.24 -0.76
C -6.48 2.07 -0.37
C -6.47 2.65 0.88
C -5.41 2.42 1.75
C -4.37 1.60 1.36
C -3.26 -1.78 1.06
C -3.76 -3.05 0.82
C -3.96 -3.91 1.88
C -3.67 -3.52 3.17
C -3.16 -2.26 3.41
C -2.94 -1.39 2.36
H -5.46 0.76 -1.73
H -7.30 2.25 -1.05
H -7.28 3.30 1.19
H -5.41 2.87 2.73
H -3.55 1.43 2.05
H -3.99 -3.35 -0.19
H -4.36 -4.90 1.68
H -3.83 -4.20 3.99
H -2.92 -1.95 4.42
H -2.55 -0.40 2.54
*
```

Calculated values
relative energy (zero: lowest compared OMol25 entry of this formula, charge and spin) = 30.44 kcal per mole
LUMO energy (alpha / beta) = -2.18 / -6.83 eV
orbital gap (alpha / beta) = 0.28673 / 0.14458 Eh
E_HOMO (alpha / beta) = -9.979 / -10.767 eV
strongest force on any atom = 5.10 eV/A

Atom charges from the Mulliken analysis, given in e for atoms 1 to 5: number 1, Rh, carries 1.34; number 2, F, carries -0.22; number 3, C, carries 0.58; number 4, F, carries -0.17; number 5, F, carries -0.30

---

Question: Which of these has the lowest strongest force on any atom?
Answer: C39H37F3N6O4SeSiTa

---

Question: Which of these has the lowest strongest force on any atom?
Answer: C39H37F3N6O4SeSiTa